(1)
Formula: C4H9N2
Source: OMol25
Level of theory: ωB97M-V/def2-TZVPD

Properties
- orbital gap (spin up / spin down) (hartree) = 0.29906 / 0.35779
- LUMO (spin up / spin down) (eV) = -4.51 / -6.55
- ΔE to the lowest compared entry with this formula, charge and spin (eV) = 2.1446
- highest occupied orbital energy (spin up / spin down) (eV) = -12.65 / -16.29
- expectation value of S² = 2.017
- electronic energy (eV) = -7261.3152

Geometry as ORCA input:
```
! wB97M-V def2-TZVPD RIJCOSX def2/J DEFGRID3
* xyz 1 3
C 0.2290 2.9668 0.5361
C 0.2455 -0.0672 0.5166
C -0.4691 -1.8652 -1.1287
C 0.0644 -0.3799 -0.8242
N 0.9816 2.1446 1.0219
N 0.0949 -0.8171 1.5389
H 0.6818 3.8777 1.0206
H -0.6411 2.8051 -0.0905
H -0.8029 -1.7542 -2.2081
H -1.3312 -2.2486 -0.6001
H 0.3631 -2.5356 -1.1786
H 0.8776 -0.2504 -1.4575
H -0.5958 0.3010 -1.1226
H -0.1146 -1.7929 1.5910
H 0.4169 -0.3840 2.3854
*
```


(2)
Formula: C3H7O2
Source: OMol25
Level of theory: ωB97M-V/def2-TZVPD

Properties
- orbital gap (hartree) = 0.21473
- LUMO (eV) = 3.67
- ΔE to the lowest compared entry with this formula, charge and spin (eV) = 3.1366
- highest occupied orbital energy (eV) = -2.18
- electronic energy (eV) = -7317.8151

Geometry as ORCA input:
```
! wB97M-V def2-TZVPD RIJCOSX def2/J DEFGRID3
* xyz -1 1
C -1.3082 0.1936 -2.6254
O -0.6345 -0.1239 -1.5010
H -2.3600 0.5679 -2.4540
H -0.8340 1.0047 -3.2477
H -1.4433 -0.6540 -3.3550
C -0.2885 -0.7515 1.4670
C 0.7264 0.0210 1.1347
O 1.6482 0.4692 2.0752
H -0.9409 -1.0358 0.6567
H -0.5416 -0.9910 2.4900
H 0.8392 0.3676 0.1074
H 2.4446 0.7240 1.6004
*
```


(3)
Formula: CH2N4
Source: OMol25
Level of theory: ωB97M-V/def2-TZVPD

Properties
- orbital gap (hartree) = 0.35851
- LUMO (eV) = 1.05
- ΔE to the lowest compared entry with this formula, charge and spin (eV) = 1.3414
- highest occupied orbital energy (eV) = -8.71
- electronic energy (eV) = -7028.6040

Geometry as ORCA input:
```
! wB97M-V def2-TZVPD RIJCOSX def2/J DEFGRID3
* xyz 0 1
C 0.3132 -0.5658 -1.6901
N -0.0882 0.9551 0.1011
N -0.6186 1.0472 3.5694
N 0.0918 0.2286 -0.7464
N -0.5100 0.1490 2.9455
H 1.1628 -1.2145 -1.6499
H -0.3509 -0.5997 -2.5296
*
```


(4)
Formula: C6H16N2O2
Source: OMol25
Level of theory: ωB97M-V/def2-TZVPD

Properties
- orbital gap (hartree) = 0.32528
- LUMO (eV) = 0.64
- ΔE to the lowest compared entry with this formula, charge and spin (eV) = 3.8888
- highest occupied orbital energy (eV) = -8.21
- electronic energy (eV) = -13554.2623

Geometry as ORCA input:
```
! wB97M-V def2-TZVPD RIJCOSX def2/J DEFGRID3
* xyz 0 1
C -0.5637 1.4436 -0.1051
C -3.0141 0.3428 0.1959
C -1.5824 -0.5772 -1.5715
N -1.6573 0.0797 -0.2671
N 0.2985 0.9825 0.8246
H -1.0190 -0.3627 0.5032
H 0.1389 1.2283 1.7932
H -0.1527 1.4594 -1.1126
H -1.2472 2.2608 0.1324
H -2.9761 0.7831 1.1929
H -3.6055 -0.5753 0.2312
H -3.5049 1.0411 -0.4845
H -0.5292 -0.7533 -1.7926
H -2.1294 -1.5224 -1.5606
H -2.0195 0.0712 -2.3324
C 1.4657 -2.1453 1.0084
C 2.9774 1.0589 0.0609
C 1.9397 -0.0452 0.0000
O 2.1653 -0.9143 1.0619
O 1.4751 -0.4612 -1.0564
H 0.4397 -2.0078 1.3698
H 1.9969 -2.8419 1.6551
H 1.4398 -2.5203 -0.0185
H 3.9779 0.6323 0.0857
H 2.8684 1.7221 -0.7927
H 2.8176 1.6210 0.9786
*
```


(5)
Formula: C23H20ClMnN7O4S2
Source: OMol25
Level of theory: ωB97M-V/def2-TZVPD

Properties
- orbital gap (spin up / spin down) (hartree) = 0.29912 / 0.29862
- LUMO (spin up / spin down) (eV) = 0.21 / 0.19
- ΔE to the lowest compared entry with this formula, charge and spin (eV) = 0.0581
- highest occupied orbital energy (spin up / spin down) (eV) = -7.93 / -7.94
- expectation value of S² = 8.754
- electronic energy (eV) = -108312.5007

Geometry as ORCA input:
```
! wB97M-V def2-TZVPD RIJCOSX def2/J DEFGRID3
* xyz 0 6
Mn 1.2495 -0.6607 0.1538
O 5.3253 -1.1180 4.4104
C 4.1441 -1.2680 4.9901
O 4.0206 -1.4114 6.1789
C 2.9447 -1.2617 4.1007
C 1.6387 -1.4692 4.5251
Cl 0.9765 -1.7534 6.0592
N 0.8255 -1.4252 3.4503
N 1.5413 -1.1900 2.3373
C 2.8038 -1.0730 2.7119
C 3.7782 -0.6941 1.6228
O 4.9801 -0.7168 1.8723
O 3.2332 -0.3314 0.5294
C -0.6095 -1.4378 3.4066
C -1.2921 -0.2917 3.7812
C -2.6743 -0.2871 3.7142
C -3.3495 -1.4231 3.2793
C -2.6499 -2.5596 2.9090
C -1.2627 -2.5716 2.9690
H 5.2458 -0.9926 3.4248
H -0.7403 0.5786 4.1112
H -3.2235 0.6003 3.9954
H -4.4301 -1.4185 3.2248
H -3.1760 -3.4328 2.5509
H -0.6932 -3.4397 2.6648
S -1.1813 -2.0120 -0.4600
C -1.4682 -0.3588 -0.2039
N -0.5168 0.4877 0.1493
C -0.9649 1.7913 0.2774
C -0.1932 2.8908 0.6356
C -0.8050 4.1260 0.7323
C -2.1712 4.2769 0.4790
C -2.9456 3.1877 0.1211
C -2.3309 1.9466 0.0198
S -3.0249 0.4063 -0.3921
H 0.8671 2.7826 0.8287
H -0.2150 4.9893 1.0059
H -2.6294 5.2513 0.5672
H -4.0024 3.3027 -0.0745
C -1.5473 -0.1469 -4.5490
C -0.4533 0.2227 -5.5436
C -0.1274 1.7094 -5.5222
C 0.7719 -0.6674 -5.3767
N 1.2101 -0.7515 -3.9780
C 1.3542 -1.8322 -3.2137
N 1.6899 -1.4462 -2.0040
N 1.7633 -0.0997 -2.0688
N 1.4772 0.3290 -3.2385
H -2.4772 0.3597 -4.8025
H -1.2820 0.1517 -3.5325
H -1.7462 -1.2196 -4.5365
H -0.8137 -0.0223 -6.5504
H 0.2236 2.0352 -4.5433
H -1.0181 2.2869 -5.7708
H 0.6381 1.9538 -6.2593
H 1.6240 -0.3509 -5.9775
H 0.5159 -1.6938 -5.6468
H 1.1726 -2.8378 -3.5453
*
```


(6)
Formula: C4H5ClO
Source: OMol25
Level of theory: ωB97M-V/def2-TZVPD

Properties
- orbital gap (hartree) = 0.36858
- LUMO (eV) = 0.91
- ΔE to the lowest compared entry with this formula, charge and spin (eV) = 3.8997
- highest occupied orbital energy (eV) = -9.12
- electronic energy (eV) = -18794.2995

Geometry as ORCA input:
```
! wB97M-V def2-TZVPD RIJCOSX def2/J DEFGRID3
* xyz 0 1
C -0.8741 0.0985 0.3068
C -1.0835 -0.9352 -0.5355
C 0.2538 0.9988 0.1052
C 1.4969 -0.0410 0.3487
H -0.1164 -0.8437 -1.2357
H -1.9784 -1.4386 -0.8262
H 0.1595 1.9667 0.3111
H 2.5762 0.1952 0.5842
H 0.8964 -1.0378 0.7135
O 0.9560 0.2711 -0.9127
Cl -2.2864 0.7660 1.1406
*
```